# 1
The following is a DFT calculation (ωB97M-V with the def2-TZVPD basis set) of C19H31ClKO4Sb as an isolated structure at a distorted geometry.

Cartesian coordinates (Å):
K (0.306, -2.404, 1.995)
C (-2.770, 3.079, -0.327)
C (-2.032, 2.081, 0.570)
C (-0.799, 2.751, 1.180)
C (-2.973, 1.619, 1.686)
Sb (-1.343, 0.316, -0.456)
C (-3.014, -0.851, -1.094)
C (-2.586, -1.837, -2.181)
C (-4.136, 0.041, -1.629)
C (-3.470, -1.631, 0.141)
C (0.130, 0.863, -1.886)
C (0.324, -0.300, -2.859)
C (1.424, 1.072, -1.091)
C (-0.265, 2.127, -2.644)
H (-3.085, 3.934, 0.286)
H (-3.673, 2.665, -0.773)
H (-2.150, 3.479, -1.128)
H (-1.137, 3.557, 1.844)
H (-0.163, 3.209, 0.420)
H (-0.192, 2.068, 1.775)
H (-3.207, 2.484, 2.319)
H (-2.538, 0.852, 2.327)
H (-3.921, 1.248, 1.292)
H (-2.386, -1.344, -3.132)
H (-3.420, -2.529, -2.349)
H (-1.713, -2.423, -1.893)
H (-3.817, 0.662, -2.471)
H (-4.554, 0.690, -0.859)
H (-4.953, -0.595, -1.988)
H (-2.690, -2.303, 0.497)
H (-4.336, -2.237, -0.151)
H (-3.774, -0.998, 0.972)
H (0.482, -1.251, -2.353)
H (1.220, -0.092, -3.456)
H (-0.507, -0.402, -3.557)
H (1.693, 0.176, -0.532)
H (1.376, 1.910, -0.398)
H (2.231, 1.281, -1.804)
H (-1.234, 2.041, -3.146)
H (0.482, 2.319, -3.422)
H (-0.284, 3.006, -1.999)
Cl (8.149, -0.504, 1.566)
C (6.565, -1.178, 1.887)
C (6.428, -2.173, 2.839)
C (5.168, -2.701, 3.085)
C (4.053, -2.253, 2.386)
C (4.221, -1.252, 1.436)
C (5.471, -0.707, 1.183)
C (2.680, -2.834, 2.644)
O (2.034, -2.340, 3.602)
O (2.281, -3.703, 1.829)
H (7.297, -2.527, 3.379)
H (5.050, -3.475, 3.833)
H (3.361, -0.893, 0.879)
H (5.600, 0.074, 0.446)
O (-0.203, -1.353, 0.052)
O (-0.705, -0.516, 1.229)

Atoms 1-3, force components in eV/Å:
K -1.234 -1.452 1.127
C -0.021 0.095 0.047
C -0.168 0.303 0.150

## Properties
Gap between HOMO and LUMO ... 7.971 eV
HOMO ... -7.86 eV
Net charge ... 0
Calculated total energy ... -2343.8040 Ha
Spin multiplicity ... 1
Relative energy (zero: lowest compared OMol25 entry of this formula, charge and spin) ... 13.1 kcal/mol

# 2
The following is a DFT calculation (ωB97M-V with the def2-TZVPD basis set) of C3H7N3O in the gas phase at a distorted geometry.

Cartesian coordinates (Å):
C (0.840, 0.770, -0.070)
C (-1.537, -0.422, -0.329)
C (-0.374, -1.174, 0.430)
N (-1.591, 0.961, 0.195)
N (0.842, -0.546, 0.146)
N (1.962, 1.436, 0.000)
O (1.849, -1.234, -0.177)
H (-1.316, -0.358, -1.459)
H (-2.395, -1.053, -0.196)
H (-0.485, -1.220, 1.579)
H (-0.389, -2.131, 0.064)
H (-2.031, 1.503, -0.645)
H (2.724, 1.018, 0.542)
H (1.902, 2.449, -0.080)

Atoms 1-3, force components in eV/Å:
C -1.321 0.902 -0.744
C 2.311 0.967 -0.236
C -2.842 1.632 1.715

## Properties
Gap between HOMO and LUMO (alpha / beta) ... 8.478 / 7.513 eV
HOMO (alpha / beta) ... -8.16 / -7.97 eV
Net charge ... 0
Calculated total energy ... -357.7937 Ha
Spin multiplicity ... 1
Relative energy (zero: lowest compared OMol25 entry of this formula, charge and spin) ... 160.7 kcal/mol

# 3
The following is a DFT calculation (ωB97M-V with the def2-TZVPD basis set) of C3H6O5 in the gas phase at a distorted geometry.

Cartesian coordinates (Å):
C (-0.283, 0.086, 1.952)
O (0.377, -0.767, 1.006)
C (0.669, -0.272, -0.228)
O (1.373, -1.197, -0.900)
O (1.255, 0.973, -0.230)
C (-0.808, 0.043, -1.144)
O (-1.907, 0.172, -0.669)
O (-0.614, -0.205, -2.447)
H (-1.145, 0.569, 1.492)
H (0.408, 0.828, 2.351)
H (-0.626, -0.588, 2.736)
H (2.306, -0.935, -0.940)
H (0.468, 1.560, -0.074)
H (-1.473, -0.268, -2.904)

Atoms 1-3, force components in eV/Å:
C -0.017 -0.207 -0.332
O -0.149 -0.120 0.319
C -2.948 0.836 -1.458

## Properties
Gap between HOMO and LUMO ... 10.303 eV
HOMO ... -9.72 eV
Structure (SMILES) ... COC(O)(O)C(=O)O
Net charge ... 0
Calculated total energy ... -494.0883 Ha
Spin multiplicity ... 1
Relative energy (zero: lowest compared OMol25 entry of this formula, charge and spin) ... 39.1 kcal/mol

# 4
The following is a DFT calculation (ωB97M-V with the def2-TZVPD basis set) of a 2-piece molecular cluster, C7H15N overall at a distorted geometry.

Cartesian coordinates (Å):
C (1.967, -0.975, 1.144)
C (0.916, -2.066, 0.902)
C (0.306, -1.984, -0.481)
C (0.050, -0.588, -1.122)
N (-0.267, 2.439, -1.102)
C (-1.017, 1.594, -0.244)
C (-0.787, 0.206, -0.225)
C (-2.194, 2.199, 0.527)
H (1.502, 0.060, 1.126)
H (2.634, -1.057, 1.928)
H (2.746, -1.056, 0.348)
H (0.139, -2.079, 1.699)
H (1.420, -3.105, 0.954)
H (-0.708, -2.451, -0.448)
H (0.927, -2.390, -1.216)
H (0.018, -0.613, -2.191)
H (1.839, 0.774, -0.898)
H (-0.767, 2.735, -1.983)
H (0.392, 1.682, -1.290)
H (-1.384, -0.394, 0.423)
H (-2.216, 1.978, 1.622)
H (-3.211, 1.834, 0.034)
H (-2.304, 3.256, 0.494)

Atoms 1-3, force components in eV/Å:
C -0.566 0.789 -2.490
C 1.099 -1.157 1.229
C -1.375 1.949 -0.662

## Properties
Gap between HOMO and LUMO ... 7.120 eV
HOMO ... -7.58 eV
Net charge ... 0
Calculated total energy ... -330.2544 Ha
Spin multiplicity ... 1
Relative energy (zero: lowest compared OMol25 entry of this formula, charge and spin) ... 134.0 kcal/mol

# 5
The following is a DFT calculation (ωB97M-V with the def2-TZVPD basis set) of C32H88AsF6N8O8 as an isolated structure at a distorted geometry.

Cartesian coordinates (Å):
As (1.021, 0.627, 0.147)
F (-0.304, -0.510, -0.342)
F (0.398, 1.788, -1.157)
F (2.286, 1.770, 0.559)
F (1.563, -0.419, 1.474)
F (2.083, -0.219, -1.063)
F (-0.060, 1.368, 1.364)
C (-3.660, -2.004, -2.754)
C (-4.789, -1.298, -1.986)
C (-4.939, 0.191, -2.486)
O (-3.829, 1.037, -2.142)
C (-3.439, 0.998, -0.746)
N (-5.976, -2.012, -2.307)
H (-3.619, -3.016, -2.351)
H (-2.702, -1.503, -2.616)
H (-3.833, -2.197, -3.813)
H (-4.655, -1.316, -0.905)
H (-5.876, 0.641, -2.158)
H (-5.111, 0.346, -3.551)
H (-2.811, 1.863, -0.532)
H (-3.018, 0.082, -0.332)
H (-4.334, 1.267, -0.186)
H (-6.217, -1.826, -3.270)
H (-5.767, -2.996, -2.405)
C (0.921, -3.364, -1.377)
C (1.046, -3.146, -2.879)
C (-0.174, -3.654, -3.612)
O (0.185, -3.924, -4.987)
C (-0.940, -4.198, -5.777)
N (1.345, -1.740, -3.121)
H (1.803, -2.928, -0.907)
H (0.970, -4.398, -1.035)
H (-0.009, -2.964, -0.973)
H (1.956, -3.623, -3.242)
H (-0.974, -2.916, -3.554)
H (-0.462, -4.609, -3.174)
H (-0.601, -4.420, -6.789)
H (-1.700, -3.422, -5.870)
H (-1.506, -5.092, -5.516)
H (1.719, -1.472, -2.222)
H (0.421, -1.351, -2.997)
C (-1.925, 0.398, -5.083)
C (-0.949, 1.260, -4.297)
C (-1.554, 2.661, -3.987)
O (-1.421, 3.268, -5.258)
C (-2.113, 4.483, -5.408)
N (-0.785, 0.490, -3.048)
H (-2.820, 0.180, -4.500)
H (-1.391, -0.513, -5.355)
H (-2.244, 0.916, -5.987)
H (0.009, 1.377, -4.804)
H (-0.966, 3.288, -3.316)
H (-2.591, 2.648, -3.654)
H (-1.786, 5.331, -4.807)
H (-3.157, 4.295, -5.154)
H (-2.214, 4.783, -6.451)
H (-0.376, 1.105, -2.358)
H (-1.704, 0.394, -2.642)
C (0.837, 6.035, 2.395)
C (-0.169, 4.880, 2.597)
C (-0.766, 4.379, 1.224)
O (-1.480, 5.410, 0.555)
C (-2.014, 4.958, -0.698)
N (0.498, 3.744, 3.294)
H (0.305, 6.828, 1.870)
H (1.710, 5.801, 1.785)
H (1.210, 6.420, 3.344)
H (-0.945, 5.322, 3.221)
H (-1.501, 3.592, 1.395)
H (0.056, 3.923, 0.672)
H (-1.182, 4.698, -1.352)
H (-2.484, 5.776, -1.245)
H (-2.675, 4.098, -0.585)
H (-0.094, 2.926, 3.284)
H (1.140, 3.459, 2.568)
C (2.528, 2.871, -4.587)
C (3.413, 1.857, -3.847)
C (4.029, 2.425, -2.586)
O (4.795, 1.366, -2.049)
C (5.482, 1.804, -0.855)
N (2.568, 0.691, -3.618)
H (1.775, 3.269, -3.907)
H (1.999, 2.436, -5.434)
H (3.185, 3.725, -4.757)
H (4.283, 1.675, -4.478)
H (3.305, 2.815, -1.871)
H (4.669, 3.271, -2.836)
H (5.946, 0.942, -0.376)
H (4.915, 2.270, -0.049)
H (6.263, 2.493, -1.178)
H (2.844, 0.420, -2.685)
H (1.713, 1.119, -3.292)
C (-3.332, -0.470, 6.676)
C (-2.220, 0.547, 6.923)
C (-1.519, 1.035, 5.639)
O (-0.694, -0.012, 5.271)
C (0.025, 0.210, 4.055)
N (-2.817, 1.671, 7.646)
H (-3.597, -0.873, 7.653)
H (-2.940, -1.238, 6.009)
H (-4.281, -0.161, 6.238)
H (-1.492, 0.053, 7.567)
H (-0.979, 1.962, 5.830)
H (-2.253, 1.260, 4.865)
H (0.601, 1.135, 4.076)
H (-0.643, 0.219, 3.194)
H (0.816, -0.532, 3.944)
H (-2.121, 2.350, 7.921)
H (-3.094, 1.279, 8.534)
C (-1.109, -4.896, 4.090)
C (-0.071, -4.151, 3.225)
C (-0.779, -3.220, 2.150)
O (-1.591, -4.075, 1.285)
C (-2.432, -3.321, 0.426)
N (0.793, -3.317, 4.076)
H (-1.719, -5.644, 3.583)
H (-1.813, -4.213, 4.565)
H (-0.747, -5.409, 4.981)
H (0.577, -4.889, 2.753)
H (0.065, -2.779, 1.619)
H (-1.307, -2.424, 2.674)
H (-2.005, -2.375, 0.094)
H (-3.347, -3.125, 0.984)
H (-2.730, -3.980, -0.391)
H (0.812, -3.854, 4.931)
H (0.218, -2.542, 4.374)
C (4.862, -1.899, 0.616)
C (4.396, -2.681, 1.850)
C (4.714, -2.047, 3.232)
O (6.050, -1.627, 3.256)
C (6.576, -1.300, 4.564)
N (2.931, -2.794, 1.735)
H (4.499, -2.375, -0.294)
H (5.951, -1.878, 0.655)
H (4.376, -0.930, 0.499)
H (4.967, -3.607, 1.911)
H (4.445, -2.712, 4.053)
H (4.127, -1.139, 3.367)
H (6.050, -0.418, 4.927)
H (7.626, -1.038, 4.434)
H (6.538, -2.110, 5.293)
H (2.442, -1.914, 1.657)
H (2.591, -3.257, 2.566)

Atoms 1-3, force components in eV/Å:
As -0.833 -0.403 -0.877
F 1.375 1.240 0.846
F 1.413 -0.599 2.516

## Properties
Gap between HOMO and LUMO ... 7.875 eV
HOMO ... -5.53 eV
Net charge ... -1
Calculated total energy ... -5146.9279 Ha
Spin multiplicity ... 1
Relative energy (zero: lowest compared OMol25 entry of this formula, charge and spin) ... 41.6 kcal/mol

In g mol⁻¹, the M values for the records above are, in order, 519.76; 101.11; 122.08; 113.20; 902.01.